Formula: C4H11N2
Source: the OMol25 dataset
Level of theory: the ωB97M-V functional and the def2-TZVPD basis

XYZ file:
```
17
Properties=species:S:1:pos:R:3:mulliken_charge:R:1
C 2.413 -0.975 -0.100 -0.868
N 0.919 -0.849 0.020 -0.241
C 0.072 0.154 0.064 0.829
C 0.480 1.506 0.316 -1.153
C -1.697 -0.205 0.161 -0.439
N -2.991 -0.148 -0.550 -0.499
H 2.609 -1.959 0.343 0.310
H 2.606 -1.001 -1.149 0.353
H 2.974 -0.218 0.337 0.385
H 0.543 -1.744 -0.347 0.295
H -0.423 2.063 0.715 0.293
H 1.048 2.076 -0.447 0.359
H 1.282 1.451 1.079 0.365
H -1.453 -1.295 0.385 0.201
H -1.797 0.556 0.989 0.234
H -3.522 0.744 -0.225 0.316
H -3.064 -0.154 -1.592 0.261
```

Results
**ΔE to the lowest compared entry with this formula, charge and spin**: 81.8 kcal/mol
**Gap between HOMO and LUMO**: 9.43 eV
**DFT total energy**: -7297.4026 eV
**Lowest unoccupied orbital energy**: -4.3 eV
**Multiplicity**: 1
**Net charge**: +1


Formula: C4H11N2
Source: the OMol25 dataset
Level of theory: the ωB97M-V functional and the def2-TZVPD basis

XYZ file:
```
17
Properties=species:S:1:pos:R:3:mulliken_charge:R:1
C -1.320 -0.042 -0.451 0.665
C -1.879 1.221 -0.015 -0.911
C 1.146 -1.554 0.199 -1.528
C 0.549 -0.207 0.525 -0.216
N -1.645 -1.033 -1.056 -0.549
N 1.348 0.966 -0.028 -0.281
H -1.076 1.912 0.324 0.239
H -2.533 0.939 0.761 0.286
H -2.349 1.649 -0.890 0.341
H 1.985 -1.702 0.973 0.354
H 1.479 -1.607 -0.788 0.495
H 0.600 -2.380 0.457 0.452
H 0.237 -0.064 1.592 0.329
H -1.104 -1.821 -1.049 0.247
H 1.666 0.767 -0.956 0.355
H 2.225 1.097 0.482 0.357
H 0.672 1.858 -0.079 0.364
```

Results
**ΔE to the lowest compared entry with this formula, charge and spin**: 89.6 kcal/mol
**Gap between HOMO and LUMO**: 9.03 eV
**DFT total energy**: -7297.0639 eV
**Lowest unoccupied orbital energy**: -3.7 eV
**Multiplicity**: 1
**Net charge**: +1


Formula: C4H11N2
Source: the OMol25 dataset
Level of theory: the ωB97M-V functional and the def2-TZVPD basis

XYZ file:
```
17
Properties=species:S:1:pos:R:3:mulliken_charge:R:1
C 0.722 0.722 0.225 0.703
C 0.073 1.680 1.065 -1.154
C -1.560 -0.786 0.372 -0.919
C -0.058 -1.239 -1.610 -0.734
N 1.978 0.378 0.130 -0.215
N -0.257 -1.042 -0.136 -0.202
H 0.520 1.672 2.022 0.358
H -0.987 1.557 1.061 0.328
H 0.288 2.670 0.668 0.393
H -2.089 0.016 -0.174 0.391
H -1.427 -0.422 1.412 0.360
H -2.085 -1.697 0.397 0.330
H 0.945 -0.885 -1.880 0.251
H -0.779 -0.603 -2.130 0.317
H -0.252 -2.333 -1.706 0.351
H 2.727 0.691 0.729 0.262
H 2.242 -0.378 -0.445 0.180
```

Results
**ΔE to the lowest compared entry with this formula, charge and spin**: 104.8 kcal/mol
**Gap between HOMO and LUMO**: 8.59 eV
**DFT total energy**: -7296.4022 eV
**Lowest unoccupied orbital energy**: -5.4 eV
**Multiplicity**: 1
**Net charge**: +1


Formula: C4H11N2
Source: the OMol25 dataset
Level of theory: the ωB97M-V functional and the def2-TZVPD basis

XYZ file:
```
17
Properties=species:S:1:pos:R:3:mulliken_charge:R:1
C 2.409 0.093 0.119 -1.105
C 1.636 0.425 -1.146 -0.495
C 0.139 0.761 -0.920 -0.560
N -0.433 -0.046 0.174 -0.108
C -1.708 -0.148 0.413 0.219
N -2.261 -1.010 1.236 -0.314
H 1.975 -0.746 0.664 0.314
H 2.468 0.971 0.769 0.302
H 3.459 -0.137 -0.056 0.363
H 1.691 -0.351 -1.916 0.319
H 2.092 1.275 -1.645 0.344
H -0.467 0.604 -1.806 0.414
H 0.128 1.814 -0.645 0.312
H 0.168 -0.794 0.517 0.132
H -2.416 0.489 -0.111 0.366
H -1.713 -1.474 1.955 0.242
H -3.265 -1.142 1.299 0.254
```

Results
**ΔE to the lowest compared entry with this formula, charge and spin**: 13.7 kcal/mol
**Gap between HOMO and LUMO**: 11.40 eV
**DFT total energy**: -7300.3554 eV
**Lowest unoccupied orbital energy**: -3.7 eV
**Multiplicity**: 1
**Net charge**: +1


Formula: C4H11N2
Source: the OMol25 dataset
Level of theory: the ωB97M-V functional and the def2-TZVPD basis

XYZ file:
```
17
Properties=species:S:1:pos:R:3:mulliken_charge:R:1
C -0.956 0.350 -0.605 -0.413
C 0.436 0.878 -0.035 -0.479
C -0.120 -0.986 -2.366 -0.874
C 0.114 0.463 2.390 -0.773
N -0.436 -0.884 -1.023 -0.364
N 0.854 0.146 1.201 -0.067
H -1.501 0.050 0.229 0.352
H -1.472 1.037 -1.206 0.442
H 1.240 1.149 -0.670 0.373
H -0.694 -1.882 -2.651 0.326
H -0.353 -0.110 -3.070 0.325
H 0.862 -1.266 -2.601 0.372
H 0.655 1.222 3.028 0.332
H -0.907 0.922 2.135 0.272
H -0.055 -0.324 3.151 0.348
H 0.468 -0.733 0.697 0.441
H 1.864 -0.034 1.397 0.386
```

Results
**ΔE to the lowest compared entry with this formula, charge and spin**: 134.5 kcal/mol
**Gap between HOMO and LUMO (alpha / beta)**: 8.83 / 9.32 eV
**DFT total energy**: -7295.1170 eV
**Lowest unoccupied orbital energy (alpha / beta)**: -4.9 / -4.7 eV
**Multiplicity**: 1
**Net charge**: +1


Formula: C4H11N2
Source: the OMol25 dataset
Level of theory: the ωB97M-V functional and the def2-TZVPD basis

XYZ file:
```
17
Properties=species:S:1:pos:R:3:mulliken_charge:R:1
C 2.621 -0.675 -0.351 -0.231
C 1.751 0.494 -0.409 -0.010
C -2.204 1.079 -0.187 -0.726
C -0.396 -0.661 0.376 -0.985
N 2.489 0.473 0.668 -0.329
N -1.845 -0.391 -0.074 -0.213
H 2.249 -1.563 -0.118 0.322
H 3.655 -0.572 -0.935 0.214
H 1.283 1.122 -1.088 0.286
H -1.558 1.592 0.534 0.289
H -2.063 1.380 -1.163 0.321
H -3.347 1.318 -0.005 0.320
H -0.248 -0.434 1.411 0.368
H -0.228 -1.729 -0.078 0.298
H 2.312 0.322 1.736 0.345
H -2.490 -0.901 0.618 0.376
H -1.980 -0.854 -0.935 0.354
```

Results
**ΔE to the lowest compared entry with this formula, charge and spin**: 157.9 kcal/mol
**Gap between HOMO and LUMO (alpha / beta)**: 8.31 / 8.31 eV
**DFT total energy**: -7294.0988 eV
**Lowest unoccupied orbital energy (alpha / beta)**: -3.8 / -3.8 eV
**Multiplicity**: 1
**Net charge**: +1


Formula: C4H11N2
Source: the OMol25 dataset
Level of theory: the ωB97M-V functional and the def2-TZVPD basis

XYZ file:
```
17
Properties=species:S:1:pos:R:3:mulliken_charge:R:1
C 2.556 -0.771 0.061 -0.736
N 1.660 0.343 -0.102 -0.367
C 0.450 0.432 0.168 0.501
C -0.026 1.944 0.258 -1.026
C -0.739 -0.755 0.331 -0.820
N -1.864 -0.527 -0.620 -0.304
H 3.005 -0.534 0.987 0.324
H 1.954 -1.648 0.237 0.278
H 3.296 -0.770 -0.688 0.275
H 0.298 2.533 -0.542 0.361
H 0.458 2.287 1.168 0.278
H -1.101 2.078 0.218 0.297
H -0.974 -0.827 1.379 0.353
H -0.284 -1.689 0.102 0.431
H -2.561 -1.274 -0.477 0.378
H -1.431 -0.492 -1.646 0.427
H -2.418 0.335 -0.448 0.351
```

Results
**ΔE to the lowest compared entry with this formula, charge and spin**: 69.6 kcal/mol
**Gap between HOMO and LUMO**: 8.86 eV
**DFT total energy**: -7297.9305 eV
**Lowest unoccupied orbital energy**: -4.1 eV
**Multiplicity**: 1
**Net charge**: +1


Formula: C4H11N2O
Source: the OMol25 dataset
Level of theory: the ωB97M-V functional and the def2-TZVPD basis

XYZ file:
```
18
Properties=species:S:1:pos:R:3:mulliken_charge:R:1
C 1.558 -1.569 0.294 -1.443
C 1.325 0.747 -0.633 -1.300
C -2.831 0.553 0.439 -0.615
C 0.528 -0.466 -0.148 0.975
N -0.221 -0.338 1.016 -0.915
N -2.197 -0.758 0.236 -0.173
O -1.896 -1.176 -0.916 -0.538
H 2.246 -1.021 0.970 0.269
H 1.159 -2.476 0.747 0.356
H 2.156 -1.930 -0.549 0.354
H 2.018 0.900 0.236 0.255
H 0.660 1.649 -0.810 0.282
H 2.034 0.599 -1.475 0.311
H -2.761 0.700 1.476 0.283
H -2.382 1.377 -0.143 0.213
H -3.988 0.516 0.118 0.248
H -0.263 -0.771 -0.941 0.280
H -0.525 0.432 1.591 0.159
```

Results
**ΔE to the lowest compared entry with this formula, charge and spin**: 110.5 kcal/mol
**Gap between HOMO and LUMO**: 6.63 eV
**DFT total energy**: -9349.6969 eV
**Lowest unoccupied orbital energy**: 4.3 eV
**Multiplicity**: 1
**Net charge**: -1


Formula: C4H11N2O
Source: the OMol25 dataset
Level of theory: the ωB97M-V functional and the def2-TZVPD basis

XYZ file:
```
18
Properties=species:S:1:pos:R:3:mulliken_charge:R:1
C 1.185 1.180 0.990 -0.017
O 0.869 1.940 -0.073 -0.841
C 2.304 1.753 1.878 -1.268
H 1.545 0.156 0.677 0.139
H 0.320 0.985 1.690 0.048
H 2.599 1.086 2.700 0.361
H 1.974 2.696 2.332 0.287
H 3.187 1.997 1.281 0.323
C -0.996 0.397 -1.405 -0.842
N -1.133 -0.730 -0.480 -0.177
C -1.366 -1.987 -0.888 0.094
N -1.165 -3.034 -0.167 -0.725
H 0.024 0.565 -1.733 0.277
H -1.688 0.160 -2.224 0.391
H -1.360 1.280 -0.893 0.239
H -0.849 -0.599 0.481 0.267
H -1.784 -2.045 -1.901 0.238
H -1.509 -3.852 -0.656 0.208
```

Results
**ΔE to the lowest compared entry with this formula, charge and spin**: 26.0 kcal/mol
**Gap between HOMO and LUMO**: 6.32 eV
**DFT total energy**: -9353.3618 eV
**Lowest unoccupied orbital energy**: 3.8 eV
**Multiplicity**: 1
**Net charge**: -1


Formula: C4H11N2O
Source: the OMol25 dataset
Level of theory: the ωB97M-V functional and the def2-TZVPD basis

XYZ file:
```
18
Properties=species:S:1:pos:R:3:mulliken_charge:R:1
N -1.086 0.889 2.564 -0.531
C -0.096 0.503 1.594 -0.170
N -0.354 1.050 0.295 -0.314
C 0.480 0.697 -0.828 -0.711
C -0.047 -0.402 -1.748 -0.370
C 0.565 -1.794 -1.362 -0.229
O 0.136 -2.852 -2.025 -0.876
H -1.603 1.742 2.416 0.191
H -0.731 0.800 3.500 0.188
H 0.924 0.862 1.824 0.177
H -0.001 -0.596 1.565 0.164
H -1.333 1.125 0.055 0.259
H 0.761 1.603 -1.381 0.291
H 1.461 0.362 -0.461 0.325
H 0.136 -0.152 -2.797 0.309
H -1.134 -0.415 -1.621 0.209
H 0.258 -1.877 -0.273 -0.072
H 1.665 -1.542 -1.320 0.161
```

Results
**ΔE to the lowest compared entry with this formula, charge and spin**: 38.9 kcal/mol
**Gap between HOMO and LUMO**: 5.87 eV
**DFT total energy**: -9352.8036 eV
**Lowest unoccupied orbital energy**: 3.7 eV
**Multiplicity**: 1
**Net charge**: -1